Below is 2 unconnected molecules or ions with the total composition C4H10NO at a distorted geometry, with properties calculated with ωB97M-V with the def2-TZVPD basis set.

Output
- frontier orbital gap (eV) = 7.496
- net charge = +1
- energy above the lowest of the compared OMol25 structures with the same formula, charge and spin (kJ/mol) = 341.2

Each line ends with the Mulliken charge.
Element x y z (Å)
C -1.02 0.54 1.16  -1.100
C -1.13 0.52 -0.31  0.927
C -1.87 1.39 -1.00  -0.953
C 0.57 -1.27 -0.86  -0.303
N -0.20 -0.22 -1.11  -0.057
H -0.46 -0.35 1.47  0.273
H -1.94 0.48 1.74  0.357
H -0.39 1.30 1.62  0.320
H -2.12 1.34 -2.05  0.286
H -2.44 2.13 -0.45  0.277
H 0.28 -2.27 -1.16  0.267
H 1.46 -1.08 -0.26  0.424
H -0.54 -0.29 -2.07  0.286
H 1.99 -0.73 1.98  0.303
H 3.53 -0.52 1.98  0.324
O 2.76 -0.65 1.41  -0.632

Below is 3 unconnected molecules or ions with the total composition C13H30Cl2N2O4 at a distorted geometry, with properties calculated with ωB97M-V with the def2-TZVPD basis set.

Output
- frontier orbital gap (eV) = 9.360
- SMILES = COC(=O)[C@H](Cl)[C@H](C)Cl.COC[C@@H](C)N.COC[C@@H](C)N

Each line ends with the Mulliken charge.
Element x y z (Å)
C -1.06 3.18 0.74  -0.108
O -2.20 3.13 1.68  -0.310
C -1.74 3.07 3.08  0.154
O -2.18 4.02 3.94  -0.507
C -0.78 1.90 3.72  0.451
Cl -1.52 1.34 5.33  -0.152
C 0.80 2.33 3.79  0.305
C 1.52 2.09 5.25  -1.119
Cl 1.08 4.15 3.37  -0.160
H -0.97 4.27 0.31  0.221
H -0.06 2.73 1.16  0.104
H -1.37 2.50 -0.19  0.003
H -0.84 0.97 2.98  0.071
H 1.43 1.72 3.00  0.062
H 2.69 2.07 5.03  0.331
H 1.27 1.07 5.77  0.315
H 1.36 3.04 5.95  0.329
C 1.02 -1.27 2.89  -0.715
O 0.94 -0.70 1.60  -0.236
C 2.16 -0.77 0.84  -0.735
C 2.36 -2.11 0.09  0.386
C 2.82 -3.25 1.00  -1.497
N 1.14 -2.53 -0.61  -0.694
H 2.00 -1.12 3.35  0.360
H 0.79 -2.34 2.85  0.230
H 0.26 -0.80 3.52  0.197
H 2.08 0.02 0.09  0.302
H 3.02 -0.53 1.47  0.442
H 3.15 -1.95 -0.65  0.459
H 2.03 -3.62 1.65  0.270
H 3.17 -4.10 0.40  0.375
H 3.66 -2.93 1.63  0.351
H 0.88 -1.80 -1.27  0.190
H 0.37 -2.51 0.08  0.379
C -1.61 -0.67 -6.41  -0.636
O -1.26 0.35 -5.48  -0.379
C -2.14 0.45 -4.36  -0.641
C -1.82 -0.52 -3.21  0.278
C -2.28 -1.95 -3.47  -1.501
N -0.38 -0.54 -2.90  -0.534
H -2.69 -0.78 -6.51  0.295
H -1.15 -1.61 -6.12  0.230
H -1.20 -0.39 -7.38  0.258
H -2.02 1.47 -3.98  0.302
H -3.19 0.37 -4.68  0.430
H -2.35 -0.17 -2.32  0.309
H -1.66 -2.47 -4.21  0.306
H -2.24 -2.54 -2.55  0.332
H -3.31 -1.97 -3.83  0.375
H -0.09 0.41 -2.64  0.252
H 0.12 -0.71 -3.78  0.267

Below is a single C6H9N molecule at a distorted geometry, with properties calculated with ωB97M-V with the def2-TZVPD basis set.

Output
- frontier orbital gap (eV) = 10.099
- energy above the lowest of the compared OMol25 structures with the same formula, charge and spin (kJ/mol) = 422.5
- SMILES = [H]/N=C(\CC)C1=CC1

Each line ends with the Mulliken charge.
Element x y z (Å)
H 1.42 -1.75 1.43  0.256
N 1.48 -1.16 0.53  -0.674
C 0.55 -0.40 0.22  0.359
C -0.71 -0.07 0.95  -0.368
C -1.50 -1.33 1.42  -1.076
C 0.71 0.62 -0.94  0.058
C 0.22 1.71 -1.48  -0.255
C 1.38 1.17 -2.19  -0.562
H -1.35 0.56 0.32  0.263
H -0.33 0.49 1.83  0.273
H -1.83 -1.84 0.47  0.259
H -2.35 -1.23 1.97  0.407
H -0.70 -1.82 1.89  0.248
H -0.46 2.51 -1.08  0.323
H 1.25 0.85 -3.17  0.241
H 2.22 1.70 -2.18  0.246

Below is a single C5H10O molecule, with properties calculated with ωB97M-V with the def2-TZVPD basis set.

Output
- frontier orbital gap (eV) = 10.470
- energy above the lowest of the compared OMol25 structures with the same formula, charge and spin (kJ/mol) = 1.6
- SMILES = CC(=O)C(C)C

Each line ends with the Mulliken charge.
Element x y z (Å)
C -1.18 1.53 -0.84  -1.271
C -0.18 0.40 -1.04  0.583
O 0.05 -0.05 -2.14  -0.573
C 0.54 -0.12 0.21  0.780
C 1.37 -1.36 -0.12  -1.419
C -0.44 -0.38 1.36  -1.492
H -2.00 1.21 -0.20  0.328
H -0.70 2.39 -0.37  0.335
H -1.58 1.82 -1.81  0.339
H 1.22 0.69 0.53  0.214
H 2.05 -1.17 -0.95  0.337
H 0.71 -2.18 -0.42  0.312
H 1.94 -1.68 0.75  0.414
H -1.20 -1.12 1.07  0.344
H -0.96 0.53 1.67  0.364
H 0.10 -0.77 2.22  0.404

Below is a molecular structure, C21H17Cl2N8O3RhSbSe4, with properties calculated with ωB97M-V with the def2-TZVPD basis set.

Output
- frontier orbital gap (spin up / spin down) (eV) = 4.769 / 6.096
- <S²> = 6.04
- net charge = -1
- energy above the lowest of the compared OMol25 structures with the same formula, charge and spin (kJ/mol) = 0.0
- multiplicity = 5

Each line ends with the Mulliken charge.
Element x y z (Å)
Rh -0.83 0.07 -0.35  0.748
N -3.57 -1.20 -1.90  -0.266
C -3.11 -1.99 -0.90  0.429
N -3.83 -3.08 -0.64  -0.787
C -3.34 -3.84 0.36  0.401
N -4.07 -4.97 0.65  -0.415
N -2.24 -3.64 1.05  -0.688
C -1.55 -2.52 0.72  -0.439
N -1.99 -1.64 -0.26  -0.140
C -0.34 -2.20 1.34  0.918
C 0.30 -3.04 2.28  -0.803
C 1.53 -2.70 2.76  -0.331
C 2.16 -1.51 2.31  -0.854
C 1.48 -0.72 1.42  0.365
N 0.26 -1.02 0.95  0.220
H -4.33 -1.56 -2.44  0.219
H -2.99 -0.46 -2.25  0.270
H -5.03 -4.95 0.34  0.259
H -3.88 -5.39 1.54  0.259
H -0.20 -3.95 2.57  0.444
H 2.04 -3.35 3.47  0.394
H 3.14 -1.22 2.64  0.372
H 1.93 0.19 1.05  -0.073
Cl -5.56 5.80 0.40  -0.254
C -4.54 4.40 0.58  0.219
C -4.30 3.89 1.87  -0.568
C -3.52 2.79 2.04  0.260
Cl -3.22 2.18 3.63  -0.216
C -2.88 2.10 0.93  -0.059
O -2.15 1.10 1.17  -0.387
C -3.14 2.66 -0.37  1.119
C -2.64 2.14 -1.59  -0.114
O -1.90 1.16 -1.80  -0.783
C -3.98 3.80 -0.50  -1.113
H -4.75 4.37 2.73  0.433
H -2.99 2.67 -2.48  0.315
H -4.16 4.20 -1.50  0.341
N 4.22 5.01 -0.73  -0.211
C 3.04 5.12 -0.09  -0.155
O 2.70 6.11 0.53  -0.645
C 2.13 3.93 -0.20  1.119
C 2.10 3.11 -1.32  -0.875
C 1.23 2.03 -1.34  -0.984
N 0.45 1.73 -0.30  0.622
C 0.48 2.52 0.79  -0.416
C 1.29 3.63 0.86  -1.173
H 4.89 5.74 -0.56  0.233
H 4.60 4.09 -0.97  0.048
H 2.74 3.30 -2.17  0.553
H 1.18 1.37 -2.19  0.737
H -0.16 2.21 1.60  0.785
H 1.29 4.26 1.74  0.483
Se 6.27 2.19 -1.44  -0.497
Sb 5.00 0.23 -0.75  1.012
Se 3.25 -0.82 -2.05  -0.481
Se 4.60 1.53 1.30  -0.435
Se 6.04 -1.97 -0.60  -0.419

Below is a single C4H6N2O molecule at a distorted geometry, with properties calculated with ωB97M-V with the def2-TZVPD basis set.

Output
- frontier orbital gap (eV) = 9.091
- energy above the lowest of the compared OMol25 structures with the same formula, charge and spin (kJ/mol) = 377.8

Each line ends with the Mulliken charge.
Element x y z (Å)
C -1.35 -0.39 -1.60  -1.036
C -0.43 -0.04 -0.47  0.522
N -0.05 1.11 -0.09  -0.596
C 1.06 0.82 0.86  0.310
C 1.32 -0.66 0.88  -0.561
O 0.94 0.66 2.38  -0.468
N 0.22 -1.08 0.25  0.000
H -1.73 0.53 -2.04  0.288
H -2.19 -0.99 -1.22  0.324
H -0.84 -0.98 -2.37  0.315
H 1.84 1.55 0.64  0.366
H 1.15 1.53 2.70  0.321
H 0.07 -2.06 0.10  0.214